1.
DFT (wB97M-V/def2-TZVPD) results for a cluster of 2 separate species, C6H16NS in total.

The largest force on an atom comes out at 1.30 eV/Å. The calculation puts the LUMO energy at 4.0 eV. As for the total energy: -691.17575 Eh. As for the net charge: -1. The HOMO-LUMO gap is 6.6090 eV. As for the energy relative to the best compared isomer or geometry (same formula, charge and spin): 16.0 kJ/mol.

CARTESIAN COORDINATES (ANGSTROEM)
1 C 1.025 -1.910 -1.834
2 C 0.418 -0.744 -2.658
3 S -0.776 0.216 -1.718
4 N 0.061 -2.760 -1.168
5 H 1.681 -1.429 -1.099
6 H 1.655 -2.513 -2.501
7 H -0.039 -1.194 -3.557
8 H 1.249 -0.138 -3.043
9 H -0.369 -3.390 -1.841
10 H -0.668 -2.133 -0.828
11 C -1.041 -0.501 2.230
12 C -0.002 0.530 1.724
13 C -0.624 1.871 1.351
14 C 0.420 2.705 0.605
15 H -1.646 -0.074 3.030
16 H -0.486 -1.385 2.541
17 H -1.685 -0.725 1.378
18 H 0.505 0.110 0.859
19 H 0.748 0.651 2.518
20 H -1.041 2.419 2.199
21 H -1.412 1.682 0.618
22 H 1.306 2.935 1.207
23 H -0.046 3.631 0.252
24 H 0.766 2.148 -0.264

=====

2.
DFT (wB97M-V/def2-TZVPD) results for a cluster of 2 separate species, C3H10S in total.

The largest force on an atom comes out at 3.04 eV/Å. The calculation puts the LUMO energy at 0.9 eV. As for the total energy: -518.43792 Eh. As for the net charge: 0. As for the SMILES: CCS.C. The HOMO-LUMO gap is 9.8897 eV. As for the energy relative to the best compared isomer or geometry (same formula, charge and spin): 89.0 kJ/mol.

CARTESIAN COORDINATES (ANGSTROEM)
1 C -0.698 -1.277 2.686
2 C -1.278 -1.739 1.390
3 S -1.188 -0.367 0.124
4 H -1.191 -0.421 3.136
5 H 0.378 -1.052 2.575
6 H -0.655 -2.061 3.456
7 H -1.123 -2.761 1.054
8 H -2.340 -1.843 1.683
9 H -0.753 0.775 0.749
10 C 3.602 3.139 -3.910
11 H 4.138 2.595 -4.676
12 H 2.545 3.237 -4.120
13 H 3.957 4.185 -3.924
14 H 4.032 2.819 -2.961

=====

3.
DFT (wB97M-V/def2-TZVPD) results for a cluster of 7 separate species, C6H18O7 in total.

The largest force on an atom comes out at 2.63 eV/Å. The calculation puts the LUMO energy at 0.4 eV. As for the total energy: -766.09874 Eh. As for the net charge: 0. As for the SMILES: Oc1ccccc1.O.O.O.O.O.O. The HOMO-LUMO gap is 9.5097 eV. As for the energy relative to the best compared isomer or geometry (same formula, charge and spin): 0.0 kJ/mol.

CARTESIAN COORDINATES (ANGSTROEM)
1 O -1.304 0.949 -3.024
2 C -0.607 1.625 -2.061
3 C -1.281 2.413 -1.114
4 C -0.550 3.244 -0.318
5 C 0.859 3.094 -0.230
6 C 1.488 2.238 -1.106
7 C 0.765 1.522 -2.070
8 H -2.057 1.444 -3.356
9 H -2.364 2.373 -1.074
10 H -0.899 3.872 0.490
11 H 1.340 3.823 0.394
12 H 2.563 2.114 -1.110
13 H 1.272 0.810 -2.706
14 O -0.571 -4.152 1.439
15 H 0.351 -4.314 1.248
16 H -1.023 -3.703 0.718
17 O 2.113 -0.999 0.583
18 H 1.738 -0.143 0.872
19 H 3.061 -0.829 0.570
20 O 0.534 0.781 2.027
21 H 0.343 -0.165 2.139
22 H 0.265 1.087 1.154
23 O 0.267 -1.823 2.937
24 H 1.120 -2.107 2.593
25 H -0.365 -2.522 2.734
26 O -2.442 -2.197 0.116
27 H -2.158 -1.957 -0.770
28 H -2.954 -1.473 0.479
29 O -0.101 -1.832 -0.700
30 H -0.190 -1.473 0.180
31 H 0.787 -1.702 -1.033

=====

4.
DFT (wB97M-V/def2-TZVPD) results for the molecule C4H6O2.

The largest force on an atom comes out at 0.99 eV/Å. The calculation puts the LUMO energy at 0.8 eV. As for the total energy: -306.45078 Eh. As for the net charge: 0. As for the SMILES: O=C=CCCO. The HOMO-LUMO gap is 9.5206 eV. As for the energy relative to the best compared isomer or geometry (same formula, charge and spin): 145.8 kJ/mol.

CARTESIAN COORDINATES (ANGSTROEM)
1 O 2.263 0.925 -1.442
2 C 1.486 0.129 -1.083
3 C 0.666 -0.848 -0.749
4 C -0.598 -0.709 0.064
5 C -0.869 0.731 0.495
6 O 0.304 1.394 0.926
7 H 0.966 -1.825 -1.115
8 H -1.459 -1.067 -0.516
9 H -0.539 -1.357 0.950
10 H -1.645 0.745 1.275
11 H -1.237 1.319 -0.352
12 H 0.741 0.834 1.582

=====

5.
DFT (wB97M-V/def2-TZVPD) results for the molecule C17H17NO5S.

The largest force on an atom comes out at 0.86 eV/Å. The calculation puts the LUMO energy at 0.5 eV. As for the total energy: -1487.16325 Eh. As for the net charge: 0. As for the SMILES: COc1ccc(S(=O)(=O)N2Cc3ccccc3C[C@@H]2C(=O)O)cc1. The HOMO-LUMO gap is 9.3462 eV. As for the energy relative to the best compared isomer or geometry (same formula, charge and spin): 90.5 kJ/mol.

CARTESIAN COORDINATES (ANGSTROEM)
1 C -4.606 0.306 -1.538
2 O -4.012 0.356 -0.261
3 C -2.766 0.871 -0.138
4 C -2.008 1.381 -1.190
5 C -0.729 1.853 -0.947
6 C -0.208 1.819 0.329
7 S 1.497 2.299 0.600
8 O 1.937 3.086 -0.516
9 O 1.611 2.831 1.923
10 N 2.396 0.891 0.567
11 C 2.087 -0.066 1.603
12 C 0.963 -0.981 1.205
13 C 0.180 -1.598 2.174
14 C -0.876 -2.413 1.817
15 C -1.163 -2.617 0.477
16 C -0.380 -2.018 -0.490
17 C 0.693 -1.204 -0.141
18 C 1.497 -0.564 -1.242
19 C 2.651 0.326 -0.729
20 C 3.965 -0.444 -0.735
21 O 4.646 -0.718 0.211
22 O 4.293 -0.807 -1.983
23 C -0.969 1.358 1.390
24 C -2.241 0.885 1.159
25 H -5.582 -0.151 -1.389
26 H -4.020 -0.308 -2.228
27 H -4.736 1.307 -1.960
28 H -2.399 1.415 -2.194
29 H -0.128 2.269 -1.742
30 H 1.836 0.511 2.494
31 H 2.995 -0.642 1.816
32 H 0.405 -1.426 3.216
33 H -1.481 -2.882 2.578
34 H -1.993 -3.244 0.188
35 H -0.595 -2.181 -1.537
36 H 1.904 -1.340 -1.895
37 H 0.820 0.042 -1.849
38 H 2.789 1.175 -1.407
39 H 5.140 -1.283 -1.982
40 H -0.558 1.392 2.385
41 H -2.856 0.513 1.963

=====

6.
DFT (wB97M-V/def2-TZVPD) results for the molecule C4H5OPS.

The largest force on an atom comes out at 5.10 eV/Å. The calculation puts the LUMO energy at -1.0 eV. As for the total energy: -970.11877 Eh. As for the net charge: 0. As for the SMILES: O/P=C/C=C\C=S. The HOMO-LUMO gap is 7.2262 eV. As for the energy relative to the best compared isomer or geometry (same formula, charge and spin): 201.7 kJ/mol.

CARTESIAN COORDINATES (ANGSTROEM)
1 O 3.458 1.083 0.392
2 P 2.453 -0.053 -0.227
3 C 1.013 0.780 0.047
4 C -0.401 0.515 -0.318
5 C -1.220 -0.542 -0.543
6 C -1.007 -1.948 -0.383
7 S 0.532 -2.526 -0.113
8 H 4.307 1.093 -0.045
9 H 0.972 1.595 0.671
10 H -0.896 1.446 -0.266
11 H -2.219 -0.299 -0.682
12 H -1.762 -2.595 -0.164

=====

7.
DFT (wB97M-V/def2-TZVPD) results for a structure of composition C37H40N15O2SSrTe.

The largest force on an atom comes out at 4.47 eV/Å. The calculation puts the LUMO energy at 2.1 eV. As for the total energy: -3102.84636 Eh. As for the net charge: -1. The HOMO-LUMO gap is 6.9139 eV. As for the energy relative to the best compared isomer or geometry (same formula, charge and spin): 67.9 kJ/mol.

CARTESIAN COORDINATES (ANGSTROEM)
1 Sr -0.422 1.302 -0.928
2 C -1.441 -1.272 -5.119
3 C -0.500 -0.808 -6.043
4 C 0.649 -0.205 -5.600
5 C 0.868 -0.078 -4.213
6 N -0.058 -0.490 -3.322
7 C -1.170 -1.072 -3.782
8 N 1.970 0.594 -3.756
9 C 2.621 0.168 -2.729
10 N 3.243 0.984 -1.838
11 C 3.694 0.230 -0.823
12 N 4.207 0.737 0.268
13 C 4.000 0.097 1.460
14 C 4.935 0.255 2.507
15 C 4.665 -0.283 3.740
16 C 3.470 -0.977 3.941
17 C 2.616 -1.089 2.861
18 N 2.852 -0.576 1.655
19 C 3.575 -1.236 -1.180
20 C 4.140 -2.383 -0.647
21 C 3.989 -3.569 -1.357
22 C 3.294 -3.598 -2.567
23 C 2.727 -2.444 -3.092
24 C 2.883 -1.271 -2.374
25 H -2.365 -1.739 -5.429
26 H -0.675 -0.915 -7.107
27 H 1.392 0.186 -6.279
28 H -1.878 -1.383 -3.017
29 H 5.846 0.802 2.306
30 H 5.375 -0.165 4.551
31 H 3.206 -1.398 4.901
32 H 1.668 -1.611 2.965
33 H 4.691 -2.359 0.283
34 H 4.427 -4.483 -0.975
35 H 3.200 -4.533 -3.105
36 H 2.197 -2.463 -4.036
37 N -3.107 4.280 6.691
38 C -2.733 3.756 5.456
39 C -2.690 4.567 4.325
40 C -2.381 4.024 3.088
41 C -2.107 2.672 2.975
42 C -2.130 1.855 4.096
43 C -2.439 2.395 5.327
44 S -1.786 1.986 1.393
45 O -1.726 3.068 0.405
46 O -2.836 1.010 1.142
47 N -0.397 1.218 1.408
48 C 0.704 2.146 1.437
49 N 1.386 2.269 0.288
50 C 2.387 3.146 0.256
51 C 2.707 3.907 1.361
52 C 1.950 3.692 2.500
53 N 0.953 2.819 2.557
54 H -2.964 5.270 6.802
55 H -2.808 3.753 7.495
56 H -2.897 5.626 4.415
57 H -2.342 4.649 2.206
58 H -1.877 0.807 4.009
59 H -2.450 1.761 6.206
60 H 2.929 3.191 -0.681
61 H 3.520 4.617 1.341
62 H 2.154 4.248 3.410
63 N 0.235 3.013 -7.308
64 C 0.260 3.387 -6.210
65 N 0.283 3.912 -5.006
66 C 0.112 3.209 -3.948
67 N -0.059 2.609 -2.960
68 C -3.540 1.541 -4.024
69 Te -3.426 1.449 -1.910
70 C -4.478 -0.383 -1.727
71 H -4.492 1.964 -4.333
72 H -3.406 0.545 -4.435
73 H -2.719 2.171 -4.362
74 H -4.176 -1.038 -2.543
75 H -5.550 -0.209 -1.757
76 H -4.196 -0.834 -0.779
77 C 0.138 -3.231 -1.176
78 N -0.568 -3.583 0.033
79 C 0.162 -4.534 0.854
80 C -1.312 -2.591 0.623
81 N -1.385 -1.410 0.132
82 N -1.974 -2.999 1.801
83 C -2.933 -4.080 1.639
84 C -2.485 -1.923 2.629
85 H 0.410 -4.150 -1.698
86 H 1.047 -2.668 -0.951
87 H -0.485 -2.623 -1.818
88 H 0.118 -5.530 0.405
89 H -0.255 -4.575 1.854
90 H 1.217 -4.241 0.926
91 H -2.060 -0.848 0.642
92 H -2.538 -4.834 0.963
93 H -3.886 -3.716 1.231
94 H -3.130 -4.548 2.606
95 H -1.682 -1.220 2.853
96 H -2.850 -2.351 3.563
97 H -3.308 -1.365 2.162

=====

8.
DFT (wB97M-V/def2-TZVPD) results for a cluster of 2 separate species, C25H33N3O3S in total.

The largest force on an atom comes out at 19.06 eV/Å. The calculation puts the LUMO energy at 0.4 eV. As for the total energy: -1759.73447 Eh. As for the net charge: 0. The HOMO-LUMO gap is 8.0300 eV. As for the energy relative to the best compared isomer or geometry (same formula, charge and spin): 2410.4 kJ/mol.

CARTESIAN COORDINATES (ANGSTROEM)
1 C 0.457 5.795 -2.451
2 C 0.848 4.400 -2.007
3 C 0.775 3.275 -2.972
4 C 1.282 2.195 -2.528
5 C 1.703 2.178 -1.197
6 C 2.013 3.192 -0.338
7 C 1.637 4.449 -0.690
8 C 1.457 5.536 0.057
9 H 0.502 5.945 0.259
10 H 1.980 5.208 1.122
11 H 2.221 6.226 -0.474
12 H 2.379 3.021 0.409
13 N 2.121 0.839 -1.089
14 C 1.967 0.078 -2.465
15 N 1.279 1.055 -3.284
16 C 2.321 -1.216 -2.736
17 H 2.965 -1.214 -3.379
18 C 1.016 -1.902 -3.327
19 N -0.239 -2.358 -2.541
20 C 0.273 -3.187 -1.416
21 C -1.227 -3.508 -0.807
22 H -0.775 -4.220 0.041
23 O -1.798 -2.529 -0.323
24 C -1.944 -1.553 -1.290
25 C -1.024 -1.114 -2.192
26 H -1.112 -0.459 -2.764
27 H -0.277 -0.416 -1.072
28 H -2.667 -0.810 -0.943
29 H -2.659 -1.939 -2.013
30 H -1.747 -4.116 -1.409
31 H 0.609 -4.099 -1.931
32 H 0.702 -2.638 -0.696
33 H 0.567 -1.358 -4.186
34 H 1.217 -2.798 -3.739
35 H 2.560 -1.737 -1.872
36 S 2.879 -0.173 0.120
37 O 3.363 1.018 0.907
38 O 3.771 -1.275 -0.021
39 C 1.365 -0.467 1.074
40 C 1.450 -1.697 1.616
41 C 0.262 -2.093 2.615
42 C -0.648 -1.193 2.521
43 C -0.802 0.129 1.903
44 C 0.283 0.536 1.290
45 H 0.298 1.437 0.583
46 H -1.778 0.653 2.077
47 C -2.153 -1.628 3.515
48 C -1.765 -1.675 5.044
49 H -2.640 -2.029 5.369
50 H -0.781 -2.308 4.912
51 H -1.442 -0.711 5.134
52 C -2.642 -3.053 2.883
53 H -2.906 -3.180 1.858
54 H -3.484 -3.299 3.556
55 H -1.822 -3.853 3.331
56 C -3.134 -0.808 3.256
57 H -3.685 -0.526 2.187
58 H -4.080 -1.000 3.772
59 H -3.055 0.237 3.547
60 H 0.352 -3.175 3.141
61 H 2.029 -2.319 1.698
62 H 0.493 3.511 -3.893
63 H -0.072 5.784 -3.527
64 H 1.352 6.702 -2.496
65 H -0.383 6.235 -1.730

=====

> Number 6 is which compound?

C4H5OPS